Entry 1:
Below is a cluster of 8 separate species, C11H39N13O8 in total, with properties calculated with the ωB97M-V functional and the def2-TZVPD basis.

Computed properties:
- Kohn-Sham gap (eV) = 9.057
- SMILES = COC[C@H](C)N.NC(N)=O.NC(N)=O.NC(N)=O.NC(N)=O.NC(N)=O.NC(N)=O.CO
- E_HOMO (eV) = -9.11
- total energy (eV) = -47796.64458

Geometry (Å):
C1 -4.389 32.131 -3.509
O1 -3.162 32.415 -4.111
C2 -2.560 31.370 -4.835
C3 -1.186 31.800 -5.319
C4 -1.210 33.054 -6.180
N1 -0.657 30.639 -6.094
H1 -5.219 32.128 -4.227
H2 -4.535 32.894 -2.745
H3 -4.468 31.158 -3.004
H4 -2.400 30.469 -4.221
H5 -3.216 31.029 -5.647
H6 -0.564 31.933 -4.428
H7 -1.853 32.879 -7.041
H8 -0.205 33.396 -6.406
H9 -1.706 33.822 -5.578
H10 -0.128 30.972 -6.893
H11 0.028 30.173 -5.508
N2 4.370 25.035 -10.670
C5 5.025 25.573 -9.586
N3 4.548 26.816 -9.257
O2 5.887 24.973 -8.968
H12 4.713 24.159 -11.014
H13 3.748 25.619 -11.201
H14 3.864 27.252 -9.863
H15 5.138 27.384 -8.661
N4 1.697 36.085 -8.235
C6 1.558 34.737 -8.547
N5 2.244 33.902 -7.668
O3 0.989 34.358 -9.545
H16 1.118 36.661 -8.821
H17 1.764 36.251 -7.244
H18 2.271 34.263 -6.728
H19 2.028 32.928 -7.815
N6 6.309 29.014 -5.599
C7 6.460 29.501 -6.873
N7 6.994 30.760 -6.939
O4 6.149 28.842 -7.846
H20 6.731 29.437 -4.794
H21 6.114 28.029 -5.535
H22 7.410 31.041 -7.808
H23 7.112 31.332 -6.125
N8 0.051 27.673 -10.190
C8 1.175 28.295 -10.629
N9 1.035 29.622 -10.897
O5 2.220 27.669 -10.785
H24 0.118 26.718 -9.890
H25 -0.838 28.134 -10.156
H26 1.675 30.138 -11.497
H27 0.131 30.058 -10.819
N10 5.373 31.748 -12.003
C9 4.436 30.758 -11.798
N11 4.882 29.685 -11.095
O6 3.298 30.841 -12.237
H28 4.940 32.568 -12.404
H29 6.014 31.977 -11.261
H30 4.226 28.930 -10.984
H31 5.864 29.503 -11.000
N12 5.265 33.299 -8.530
C10 5.538 34.329 -9.385
N13 6.561 35.160 -8.970
O7 4.958 34.528 -10.430
H32 4.510 32.711 -8.842
H33 5.911 32.950 -7.850
H34 6.562 36.113 -9.284
H35 7.008 35.031 -8.078
C11 3.037 30.477 -8.077
O8 1.666 30.854 -8.169
H36 3.417 30.528 -7.054
H37 3.246 29.484 -8.468
H38 3.628 31.240 -8.600
H39 1.390 30.557 -9.045

Partial charges, Löwdin, in e: atom 1 (C): -0.1278, atom 2 (O): -0.1900, atom 3 (C): -0.2323, atom 4 (C): -0.4252, atom 5 (C): -0.0466, atom 6 (N): 0.0414, atom 7 (H): 0.0870, atom 8 (H): 0.0862, atom 9 (H): 0.0858, atom 10 (H): 0.1232, atom 11 (H): 0.1278, atom 12 (H): 0.1348, atom 13 (H): 0.0921, atom 14 (H): 0.0546, atom 15 (H): 0.0769, atom 16 (H): 0.0275, atom 17 (H): 0.0660, atom 18 (N): 0.1448, atom 19 (C): -0.6790, atom 20 (N): 0.1544, atom 21 (O): 0.0120, atom 22 (H): 0.0939, atom 23 (H): 0.0741, atom 24 (H): 0.0247, atom 25 (H): 0.0476, atom 26 (N): 0.1390, atom 27 (C): -0.6661, atom 28 (N): 0.1488, atom 29 (O): 0.0461, atom 30 (H): 0.0981, atom 31 (H): 0.0813, atom 32 (H): 0.0875, atom 33 (H): 0.0563, atom 34 (N): 0.1577, atom 35 (C): -0.6561, atom 36 (N): 0.1493, atom 37 (O): 0.0279, atom 38 (H): 0.0929, atom 39 (H): 0.1121, atom 40 (H): 0.1016, atom 41 (H): 0.0946, atom 42 (N): 0.1715, atom 43 (C): -0.6375, atom 44 (N): 0.1632, atom 45 (O): -0.0019, atom 46 (H): 0.1111, atom 47 (H): 0.1011, atom 48 (H): 0.0762, atom 49 (H): 0.1124, atom 50 (N): 0.1547, atom 51 (C): -0.6537, atom 52 (N): 0.1824, atom 53 (O): 0.0143, atom 54 (H): 0.0983, atom 55 (H): 0.0803, atom 56 (H): 0.0625, atom 57 (H): 0.1035, atom 58 (N): 0.1593, atom 59 (C): -0.6803, atom 60 (N): 0.1371, atom 61 (O): 0.0421, atom 62 (H): 0.0551, atom 63 (H): 0.0642, atom 64 (H): 0.0979, atom 65 (H): 0.0815, atom 66 (C): -0.1248, atom 67 (O): -0.1441, atom 68 (H): 0.0855, atom 69 (H): 0.0727, atom 70 (H): 0.0468, atom 71 (H): 0.0440

=====

Entry 2:
Below is the molecule C17H18N2O2S2, with properties calculated with the ωB97M-V functional and the def2-TZVPD basis.

Computed properties:
- Kohn-Sham gap (eV) = 8.553
- E_HOMO (eV) = -8.03
- total energy (eV) = -46661.16120

Geometry (Å):
O1 -0.602 1.731 -3.244
N1 2.747 0.419 -1.047
O2 2.111 -2.130 0.835
S1 2.129 -1.904 -1.936
C1 2.032 -0.234 -1.902
C2 -1.849 -2.980 1.181
C3 -2.441 3.963 1.009
C4 -2.159 -2.798 -0.199
C5 -1.195 -1.897 1.813
C6 -1.074 3.733 1.023
C7 -3.184 3.019 0.158
C8 -1.816 -1.612 -0.858
C9 -0.891 -0.765 1.092
C10 -0.425 2.723 0.313
C11 -2.587 1.901 -0.373
C12 -1.049 -0.710 -0.193
C13 -1.128 1.797 -0.321
N2 3.229 -0.384 -0.081
S2 -0.307 0.426 -2.616
C14 2.827 -2.300 2.155
C15 2.928 -1.849 -0.251
C16 1.463 0.544 -3.011
C17 -0.341 0.516 -0.737
H1 -1.975 -3.891 1.789
H2 -2.860 4.814 1.572
H3 -2.775 -3.600 -0.586
H4 -1.133 -1.872 2.886
H5 -0.372 4.329 1.644
H6 -4.230 3.340 -0.071
H7 -1.966 -1.384 -1.916
H8 -0.416 0.159 1.606
H9 0.679 2.679 0.393
H10 -3.168 1.286 -1.037
H11 3.050 0.050 0.875
H12 2.085 -2.063 2.821
H13 3.614 -1.641 2.200
H14 3.125 -3.301 2.363
H15 3.783 -2.583 -0.135
H16 1.743 1.545 -2.894
H17 1.768 0.252 -3.964
H18 0.629 0.669 -0.356

Partial charges, natural (NBO), in e: atom 1 (O): -0.9816, atom 2 (N): -0.2562, atom 3 (O): -0.5660, atom 4 (S): 0.3009, atom 5 (C): -0.0458, atom 6 (C): -0.2130, atom 7 (C): -0.2216, atom 8 (C): -0.2035, atom 9 (C): -0.1985, atom 10 (C): -0.1984, atom 11 (C): -0.1905, atom 12 (C): -0.2200, atom 13 (C): -0.1843, atom 14 (C): -0.2322, atom 15 (C): -0.2196, atom 16 (C): -0.0544, atom 17 (C): 0.0188, atom 18 (N): -0.4842, atom 19 (S): 1.2447, atom 20 (C): -0.2464, atom 21 (C): 0.1261, atom 22 (C): -0.5988, atom 23 (C): -0.4426, atom 24 (H): 0.2200, atom 25 (H): 0.2257, atom 26 (H): 0.2173, atom 27 (H): 0.2067, atom 28 (H): 0.2066, atom 29 (H): 0.2168, atom 30 (H): 0.2259, atom 31 (H): 0.2089, atom 32 (H): 0.2147, atom 33 (H): 0.2236, atom 34 (H): 0.3889, atom 35 (H): 0.2001, atom 36 (H): 0.1740, atom 37 (H): 0.1875, atom 38 (H): 0.1894, atom 39 (H): 0.2624, atom 40 (H): 0.2430, atom 41 (H): 0.2558

=====

Entry 3:
Below is the molecule C4H4O, with properties calculated with the ωB97M-V functional and the def2-TZVPD basis.

Computed properties:
- Kohn-Sham gap (eV) = 10.740
- SMILES = CC#CC=O
- E_HOMO (eV) = -10.40
- total energy (eV) = -6258.01638

Geometry (Å):
C1 -1.813 0.240 -0.076
C2 -0.363 0.080 -0.035
C3 0.837 -0.058 0.004
C4 2.264 -0.300 0.108
O1 3.118 0.430 -0.341
H1 -2.092 1.295 -0.004
H2 -2.284 -0.302 0.751
H3 -2.213 -0.155 -1.015
H4 2.526 -1.228 0.649

Partial charges, natural (NBO), in e: atom 1 (C): -0.6945, atom 2 (C): 0.0982, atom 3 (C): -0.1544, atom 4 (C): 0.3663, atom 5 (O): -0.4844, atom 6 (H): 0.2458, atom 7 (H): 0.2427, atom 8 (H): 0.2487, atom 9 (H): 0.1316

=====

Entry 4:
Below is a structure of composition C15H27N2OSr, with properties calculated with the ωB97M-V functional and the def2-TZVPD basis.

Computed properties:
- Kohn-Sham gap (eV) = 4.990
- E_HOMO (eV) = -8.94
- total energy (eV) = -21850.46844
- total charge = +1

Geometry (Å):
Sr1 -0.257 1.243 0.360
C1 0.129 -1.252 -2.721
C2 -1.041 -0.583 -2.428
C3 -0.732 0.798 -2.209
C4 0.744 0.927 -2.379
C5 1.233 -0.310 -2.682
C6 2.664 -0.691 -2.876
C7 1.454 2.243 -2.506
C8 -1.671 1.874 -2.686
C9 -2.438 -1.122 -2.409
C10 0.290 -2.669 -3.148
H1 2.818 -1.203 -3.825
H2 2.984 -1.374 -2.087
H3 3.303 0.188 -2.861
H4 1.615 2.473 -3.563
H5 2.432 2.225 -2.018
H6 0.872 3.064 -2.082
H7 -1.696 1.842 -3.779
H8 -1.353 2.874 -2.397
H9 -2.689 1.707 -2.336
H10 -2.989 -0.809 -3.299
H11 -2.977 -0.749 -1.532
H12 -2.442 -2.208 -2.378
H13 1.014 -2.735 -3.958
H14 -0.651 -3.084 -3.492
H15 0.658 -3.287 -2.328
C11 2.247 0.135 3.008
N1 1.154 0.018 3.962
C12 1.529 -0.036 5.363
C13 -0.089 0.069 3.427
O1 -0.161 0.195 2.174
N2 -1.247 -0.024 4.114
C14 -2.490 -0.014 3.357
C15 -1.527 -0.010 5.536
H16 3.177 -0.172 3.475
H17 2.360 1.169 2.655
H18 2.068 -0.511 2.144
H19 2.614 -0.064 5.430
H20 1.147 -0.938 5.841
H21 1.199 0.853 5.905
H22 -2.322 -0.325 2.325
H23 -2.936 0.986 3.363
H24 -3.188 -0.710 3.821
H25 -0.650 0.117 6.148
H26 -2.019 -0.944 5.819
H27 -2.213 0.813 5.750

Partial charges, natural (NBO), in e: atom 1 (Sr): 1.8553, atom 2 (C): -0.0938, atom 3 (C): -0.0540, atom 4 (C): -0.4277, atom 5 (C): -0.1983, atom 6 (C): -0.0505, atom 7 (C): -0.6383, atom 8 (C): -0.6501, atom 9 (C): -0.6380, atom 10 (C): -0.6358, atom 11 (C): -0.6335, atom 12 (H): 0.2231, atom 13 (H): 0.2070, atom 14 (H): 0.2089, atom 15 (H): 0.2344, atom 16 (H): 0.2053, atom 17 (H): 0.1825, atom 18 (H): 0.2167, atom 19 (H): 0.1864, atom 20 (H): 0.2043, atom 21 (H): 0.2183, atom 22 (H): 0.1900, atom 23 (H): 0.2210, atom 24 (H): 0.2172, atom 25 (H): 0.2156, atom 26 (H): 0.2028, atom 27 (C): -0.4017, atom 28 (N): -0.4104, atom 29 (C): -0.4156, atom 30 (C): 0.8230, atom 31 (O): -0.9311, atom 32 (N): -0.4051, atom 33 (C): -0.4120, atom 34 (C): -0.4123, atom 35 (H): 0.2294, atom 36 (H): 0.1846, atom 37 (H): 0.2206, atom 38 (H): 0.2327, atom 39 (H): 0.2189, atom 40 (H): 0.2081, atom 41 (H): 0.2193, atom 42 (H): 0.1998, atom 43 (H): 0.2276, atom 44 (H): 0.2240, atom 45 (H): 0.2180, atom 46 (H): 0.2135

=====

Entry 5:
Below is a structure of composition CHF3O2RhS, with properties calculated with the ωB97M-V functional and the def2-TZVPD basis.

Computed properties:
- expectation value of S² = 6.009
- multiplicity = 5
- Kohn-Sham gap (spin up / spin down) (eV) = 9.132 / 8.463
- E_HOMO (spin up / spin down) (eV) = -15.44 / -16.77
- total energy (eV) = -27130.22380
- total charge = +1

Geometry (Å):
S1 -0.101 -1.696 0.097
O1 -0.916 -1.552 1.511
O2 -1.391 -1.453 -0.903
Rh1 -2.573 -1.476 0.582
C1 0.891 1.087 -0.250
F1 1.894 0.444 -0.866
F2 1.099 1.060 1.072
H1 -0.125 1.052 -0.665
F3 1.221 2.533 -0.578

Partial charges, natural (NBO), in e: atom 1 (S): 1.2490, atom 2 (O): -0.8074, atom 3 (O): -0.8236, atom 4 (Rh): 1.3830, atom 5 (C): 0.8241, atom 6 (F): -0.2982, atom 7 (F): -0.2994, atom 8 (H): 0.1559, atom 9 (F): -0.3834

=====

Strongest force on any atom per entry: 1.429, 6.481, 0.530, 3.766, 6.913 eV/Å